Entry 1:
{"formula": "C3H5FN4O4P", "method": "ωB97M-V/def2-TZVPD", "species": ["O", "C", "F", "C", "N", "N", "N", "N", "C", "P", "O", "O", "O", "H", "H", "H", "H", "H"], "positions_angstrom": [[0.4970, -2.3836, 1.0161], [1.3334, -1.6644, 0.6373], [2.4465, -1.3988, 1.3110], [1.2386, -0.7982, -0.6061], [0.7604, 0.5376, -0.2211], [1.5844, 1.5831, -0.0414], [0.9288, 2.6319, 0.3358], [-0.3344, 2.3063, 0.4092], [-0.4651, 1.0245, 0.0414], [-2.1102, 0.1892, -0.1297], [-3.0988, 1.1052, -0.6591], [-2.3695, -0.4020, 1.3029], [-1.7274, -1.0212, -1.0623], [2.2299, -0.6828, -1.0324], [0.5441, -1.2315, -1.3094], [2.5908, 1.5255, -0.1606], [-1.6729, -0.2548, 1.9545], [-2.3756, -1.0659, -1.7861]], "forces_ev_per_a": [[-0.5, -0.6, 0.3], [-0.2, 0.6, -0.1], [0.4, 0.0, 0.1], [0.5, 0.1, 0.1], [-0.2, 0.5, -0.1], [-0.4, -0.4, 0.1], [0.1, -0.2, 0.1], [-0.1, 0.1, -0.2], [0.5, -0.2, 0.0], [-0.7, 0.3, 0.4], [0.2, 0.0, 0.0], [0.4, 0.1, -0.3], [-0.1, -0.1, -0.1], [0.0, 0.0, -0.3], [-0.1, 0.0, -0.1], [0.1, 0.2, 0.0], [-0.2, -0.2, 0.3], [0.1, -0.2, -0.1]], "mulliken_charge": [-0.338, 0.676, -0.210, -0.600, 0.370, 0.238, -0.430, -0.163, 0.242, 1.037, -0.568, -0.460, -0.496, 0.322, 0.370, 0.266, 0.373, 0.371], "total_charge": 1, "homo_ev": -15.50, "e_above_lowest_kcal_mol": 0.71, "smiles": "O=C(F)CN1NN=[N+]=C1P(=O)(O)O"}

***

Entry 2:
{"formula": "C4H6N2OS", "method": "ωB97M-V/def2-TZVPD", "species": ["C", "C", "C", "C", "N", "N", "O", "S", "H", "H", "H", "H", "H", "H"], "positions_angstrom": [[-0.5205, 0.5481, -0.0618], [-0.5462, -1.0602, -0.0850], [1.5841, 0.2132, -0.4966], [-1.8826, 1.1004, 0.2421], [0.6275, 1.0927, -0.0641], [0.6244, -1.4310, -0.6376], [-1.4999, -1.7540, 0.2188], [2.9976, -0.1348, 0.5166], [1.8089, 0.3504, -1.5398], [-2.4740, 0.2033, 0.4302], [-2.2662, 1.5397, -0.6656], [-1.8384, 1.7866, 1.0342], [1.1322, -2.2311, -0.5048], [2.2533, -0.2232, 1.6135]], "forces_ev_per_a": [[-1.1, -1.5, 1.5], [0.8, -0.2, -1.6], [-0.3, -3.7, -0.3], [1.0, -1.2, -1.3], [-1.4, 0.1, -0.4], [-0.1, 6.1, 0.1], [0.2, 0.7, 0.3], [0.1, 0.3, -0.4], [0.5, 0.0, -0.2], [-0.2, 0.3, 0.4], [-0.2, 0.5, -0.2], [-0.2, 1.0, 1.0], [1.2, -2.4, 0.6], [-0.1, 0.0, 0.4]], "mulliken_charge": [0.516, 0.588, -0.004, -1.036, -0.524, -0.420, -0.617, -0.157, 0.329, 0.302, 0.282, 0.344, 0.247, 0.149], "homo_ev": -9.39, "e_above_lowest_kcal_mol": 62.78}

***

Entry 3:
{"formula": "C13H13N3O4", "method": "ωB97M-V/def2-TZVPD", "species": ["O", "C", "O", "C", "C", "C", "C", "C", "C", "C", "C", "C", "N", "C", "O", "N", "O", "C", "N", "C", "H", "H", "H", "H", "H", "H", "H", "H", "H", "H", "H", "H", "H"], "positions_angstrom": [[-1.4375, -1.1592, 3.2208], [-0.8951, -1.8303, 2.3821], [-1.3994, -2.1602, 1.1939], [-2.7009, -1.6129, 0.8975], [-2.6364, -0.1390, 0.5314], [-2.1983, 0.0339, -0.9359], [-1.5052, 1.3687, -1.1919], [-0.1892, 1.5725, -0.4782], [-0.0028, 2.7059, 0.2630], [1.2091, 2.9682, 0.9361], [2.2367, 2.0788, 0.8627], [2.1000, 0.8969, 0.1131], [3.1642, 0.0467, 0.0335], [2.9637, -1.0082, -0.6784], [3.9957, -1.9143, -0.7698], [4.3507, -2.1249, -2.1889], [4.4368, -3.2458, -2.4236], [1.7534, -1.2883, -1.3655], [0.7436, -0.4762, -1.3290], [0.8836, 0.6447, -0.5632], [0.1036, -2.2569, 2.5318], [-3.0535, -2.1865, 0.0416], [-3.3919, -1.8099, 1.7150], [-3.6636, 0.2209, 0.6157], [-1.9941, 0.4022, 1.2217], [-1.6023, -0.8185, -1.2454], [-3.1011, 0.0109, -1.5518], [-1.3886, 1.5487, -2.2626], [-2.1833, 2.1484, -0.8364], [-0.7918, 3.4430, 0.3335], [1.3479, 3.8764, 1.5049], [3.1786, 2.2714, 1.3569], [1.6673, -2.2069, -1.9345]], "forces_ev_per_a": [[0.0, -0.1, -0.3], [-0.1, 0.2, 0.5], [0.1, 0.0, 0.0], [-0.2, 0.0, 0.0], [-0.3, -0.5, -0.6], [-0.3, 0.0, 0.2], [0.0, -0.1, 0.1], [-0.3, 0.1, -0.1], [0.2, 0.3, 0.2], [0.1, -0.1, -0.1], [0.3, 0.2, 0.2], [-0.1, 0.1, 0.1], [-0.4, 0.0, -0.1], [0.6, 0.0, -0.1], [-0.3, -0.3, 0.1], [-0.4, 0.1, -0.3], [0.4, -0.1, 0.1], [0.0, -0.1, 0.0], [0.1, 0.1, 0.1], [0.1, -0.1, -0.2], [0.0, -0.1, -0.3], [0.1, -0.1, 0.0], [0.2, 0.1, 0.2], [0.1, 0.3, 0.3], [-0.1, 0.0, 0.1], [0.3, 0.1, 0.0], [0.0, 0.0, -0.1], [0.1, -0.2, -0.1], [0.0, 0.1, 0.0], [-0.1, -0.1, 0.0], [-0.2, 0.1, 0.0], [0.0, -0.1, 0.0], [-0.1, 0.0, -0.1]], "mulliken_charge": [-0.512, 0.110, -0.283, -0.779, -0.378, -0.757, -1.327, 0.658, -0.469, -0.852, -0.292, 0.339, -0.584, 0.427, -0.277, 0.169, -0.224, -0.289, -0.336, 0.483, 0.405, 0.393, 0.396, 0.313, 0.398, 0.455, 0.423, 0.415, 0.338, 0.367, 0.382, 0.468, 0.419], "homo_ev": -9.14, "e_above_lowest_kcal_mol": 8.44, "smiles": "O=COCCCCc1cccc2nc(ON=O)cnc12"}

***

Entry 4:
{"formula": "C23H35N3O3", "method": "ωB97M-V/def2-TZVPD", "species": ["C", "H", "C", "C", "C", "C", "H", "H", "H", "C", "N", "C", "H", "H", "C", "H", "H", "C", "N", "C", "O", "C", "H", "H", "C", "C", "O", "N", "C", "C", "C", "C", "C", "C", "O", "C", "C", "H", "H", "H", "C", "H", "H", "H", "H", "H", "H", "H", "H", "H", "H", "H", "H", "C", "H", "H", "H", "H", "H", "H", "H", "H", "H", "H"], "positions_angstrom": [[-1.9134, 2.5075, 4.0259], [-2.7247, 2.2125, 4.6876], [-1.3631, 1.2947, 3.2831], [-0.8525, 0.2307, 4.2544], [-0.2585, -0.9513, 3.4886], [0.3163, -1.9999, 4.4346], [-0.4600, -2.3933, 5.0872], [0.7487, -2.8230, 3.8710], [1.0973, -1.5644, 5.0545], [0.8216, -0.4377, 2.5340], [0.2423, 0.5332, 1.6255], [1.0215, 0.8126, 0.4417], [0.4443, 1.5252, -0.1555], [1.0767, -0.1206, -0.1237], [2.4579, 1.3516, 0.6048], [2.5439, 1.9213, 1.5307], [2.6609, 2.0313, -0.2254], [3.5237, 0.2482, 0.5940], [3.3919, -0.6150, -0.5589], [2.9650, -1.8888, -0.4467], [2.8393, -2.4651, 0.6182], [2.6122, -2.5630, -1.7669], [2.8983, -3.6129, -1.7031], [3.1249, -2.0897, -2.6031], [1.0921, -2.4634, -1.9502], [0.6946, -1.0438, -2.3408], [1.5284, -0.2576, -2.7541], [-0.6206, -0.7125, -2.2226], [-1.0755, 0.6192, -2.4133], [-0.5700, 1.4401, -3.4138], [-1.0503, 2.7252, -3.5806], [-2.0578, 3.2020, -2.7585], [-2.5828, 2.3910, -1.7731], [-2.1020, 1.0982, -1.5871], [-2.6915, 0.3680, -0.6032], [-2.1156, -0.8984, -0.3236], [-3.1682, -1.7361, 0.3888], [-3.5226, -1.1999, 1.2642], [-2.7431, -2.6854, 0.7018], [-4.0140, -1.9198, -0.2694], [-1.6553, -1.5411, -1.6396], [-1.3141, -2.5577, -1.4711], [-2.5049, -1.5696, -2.3336], [-1.2470, -0.7445, 0.3355], [-3.3712, 2.7334, -1.1218], [-2.4377, 4.2042, -2.8860], [-0.6411, 3.3499, -4.3592], [0.2087, 1.0666, -4.0563], [0.7612, -3.1426, -2.7406], [0.6235, -2.7611, -1.0111], [3.2949, -0.1635, -1.4591], [4.5193, 0.7057, 0.5866], [3.4391, -0.3943, 1.4723], [-0.2283, 1.7010, 2.3401], [-0.5988, 2.4257, 1.6101], [0.5737, 2.1843, 2.9276], [1.2269, -1.2690, 1.9535], [1.6424, -0.0019, 3.1303], [-1.0520, -1.4085, 2.8876], [-1.6670, -0.1106, 4.8972], [-0.0822, 0.6683, 4.8951], [-2.1595, 0.8583, 2.6714], [-2.2924, 3.2468, 3.3239], [-1.1338, 2.9725, 4.6264]], "forces_ev_per_a": [[0.0, -0.2, -0.2], [-0.1, 0.0, 0.1], [0.2, 0.3, 0.3], [-0.2, -0.2, -0.5], [0.3, 0.1, 0.3], [-0.2, 0.1, -0.2], [0.0, -0.1, 0.1], [0.1, -0.1, 0.0], [0.1, 0.0, 0.1], [-0.4, -0.2, -0.1], [0.1, 0.1, 0.1], [0.1, 0.1, -0.1], [0.0, -0.1, 0.0], [0.0, 0.1, 0.0], [-0.2, -0.3, -0.1], [0.0, 0.1, 0.0], [0.0, 0.1, 0.0], [0.1, 0.2, 0.3], [0.2, 0.4, -0.1], [0.3, -0.1, -0.6], [-0.2, -0.3, 0.3], [-0.2, 0.0, 0.1], [0.0, 0.1, 0.1], [0.0, -0.1, 0.0], [0.3, 0.1, 0.0], [-0.1, -0.4, 0.0], [0.2, 0.1, -0.1], [-0.1, 0.2, -0.1], [0.0, 0.1, 0.1], [0.0, 0.1, -0.1], [0.0, 0.0, -0.1], [0.0, 0.0, 0.1], [0.0, -0.1, 0.0], [0.1, 0.2, -0.2], [-0.1, 0.2, 0.0], [0.1, -0.8, 0.0], [0.3, 0.4, -0.3], [0.0, 0.0, 0.1], [0.0, -0.1, 0.1], [-0.1, 0.0, -0.1], [-0.3, 0.0, 0.4], [0.0, 0.1, 0.0], [0.1, -0.1, 0.1], [-0.1, 0.0, -0.1], [-0.1, 0.0, 0.1], [0.0, 0.1, 0.0], [0.0, 0.1, -0.1], [0.0, 0.0, 0.0], [-0.1, 0.0, 0.1], [-0.1, -0.1, -0.1], [-0.1, -0.2, 0.0], [-0.1, -0.1, 0.1], [0.1, 0.1, -0.1], [-0.4, -0.2, -0.1], [0.0, 0.1, 0.0], [0.0, 0.0, 0.0], [0.1, 0.0, 0.0], [0.1, 0.0, 0.0], [0.0, 0.0, -0.1], [0.0, 0.0, 0.1], [0.1, 0.0, 0.1], [0.0, 0.0, 0.0], [-0.1, 0.1, 0.0], [0.1, 0.1, 0.1]], "mulliken_charge": [-1.866, 0.439, 1.680, -1.632, 1.530, -1.874, 0.455, 0.407, 0.368, -0.911, 0.988, -0.063, 0.585, -0.557, -1.018, 0.243, 0.436, -0.834, -0.100, 0.498, -0.645, -1.135, 0.488, 0.350, -0.859, 0.665, -0.685, 0.493, 0.681, -0.796, -0.784, -0.510, -0.502, 0.126, -0.478, 2.215, -1.955, 0.369, 0.361, 0.451, -1.442, 0.491, 0.309, -0.817, 0.457, 0.407, 0.402, 0.489, 0.548, 0.539, 0.276, 0.360, 0.413, -1.418, 0.387, 0.256, 0.197, 0.399, -0.123, 0.415, 0.227, -0.188, 0.424, 0.364], "homo_ev": -8.22, "e_above_lowest_kcal_mol": 2.25, "smiles": "C[C@@H]1C[C@H](C)CN(CCCNC(=O)CCC(=O)N2C[C@H](C)Oc3ccccc32)C1"}

***

Entry 5:
{"formula": "H16O8", "method": "ωB97M-V/def2-TZVPD", "species": ["O", "H", "H", "O", "H", "H", "O", "H", "H", "O", "H", "H", "O", "H", "H", "O", "H", "H", "O", "H", "H", "O", "H", "H"], "positions_angstrom": [[18.3340, 16.7880, 11.1950], [18.6730, 15.9150, 11.3220], [18.0000, 16.8670, 10.2740], [19.4690, 17.9170, 13.2630], [19.0540, 17.4740, 12.5110], [20.0600, 18.5030, 12.7990], [19.4210, 17.6460, 7.3030], [19.3330, 18.5930, 7.3020], [18.6990, 17.3450, 7.8800], [20.1260, 19.2940, 10.4280], [20.2540, 19.8600, 9.6540], [20.5480, 18.4770, 10.0930], [22.7310, 18.6790, 6.9710], [23.3910, 17.9690, 6.8990], [22.1960, 18.5430, 7.7670], [17.4510, 20.2680, 11.4650], [16.9610, 19.7800, 12.0890], [18.2930, 19.9070, 11.6790], [21.3540, 17.2760, 9.1730], [20.6710, 17.0550, 8.5220], [21.3480, 16.5690, 9.7980], [20.3300, 20.1970, 7.2810], [19.6800, 20.8290, 6.9830], [21.1090, 20.2590, 6.6990]], "forces_ev_per_a": [[-0.8, 0.6, -1.4], [0.1, -1.0, -0.1], [0.4, -0.1, 1.1], [0.0, -0.2, 0.3], [-0.2, 0.2, 0.2], [0.5, 0.6, -0.1], [-0.8, -1.6, 0.5], [0.4, 1.1, -0.1], [0.2, 0.1, -0.5], [0.1, 0.0, -0.3], [-0.2, 0.3, 0.2], [-0.1, 0.2, 0.3], [0.2, 0.2, -0.3], [-0.6, 0.4, 0.3], [0.5, -0.4, -0.1], [-0.2, 0.9, -0.9], [-1.6, -0.7, 1.2], [1.8, -0.2, -0.3], [0.2, 0.2, -0.4], [-0.1, 0.3, -0.5], [0.3, -0.8, 0.7], [0.3, -0.1, 0.1], [-0.1, 0.5, -0.2], [-0.3, -0.1, 0.2]], "mulliken_charge": [-0.599, 0.301, 0.263, -0.664, 0.358, 0.342, -0.694, 0.365, 0.326, -0.548, 0.237, 0.382, -0.657, 0.296, 0.396, -0.638, 0.303, 0.311, -0.724, 0.380, 0.285, -0.605, 0.281, 0.303], "homo_ev": -10.69, "e_above_lowest_kcal_mol": 47.68, "smiles": "O.O.O.O.O.O.O.O"}

***

Entry 6:
{"formula": "C3H3NS4", "method": "ωB97M-V/def2-TZVPD", "species": ["C", "C", "C", "H", "H", "H", "N", "S", "S", "S", "S"], "positions_angstrom": [[2.0805, -1.0633, -0.0062], [-0.8612, 0.6300, 0.1426], [-1.1263, -0.4934, -0.6928], [2.4700, -2.0901, -0.2084], [1.0544, -1.5874, 1.7850], [-0.9843, -0.4620, -1.8738], [1.3321, -0.7949, 1.1014], [2.7698, 0.1925, -1.0174], [0.3157, 0.5748, 1.4489], [-1.5772, 1.9765, -0.4117], [-2.2848, -1.7899, -0.2744]], "forces_ev_per_a": [[2.1, 2.9, -1.6], [1.2, 0.8, -0.2], [-4.0, -4.6, -2.7], [-0.8, 0.7, 0.7], [0.8, 1.5, -2.0], [0.4, 0.3, 2.8], [-1.8, -2.2, 1.6], [-1.8, -2.5, 1.8], [0.6, -0.1, -0.5], [0.0, 0.1, 0.7], [3.2, 3.2, -0.6]], "mulliken_charge": [-0.158, 0.411, -0.460, 0.299, 0.317, 0.300, -0.257, -0.223, 0.072, -0.162, -0.139], "homo_ev": -8.93, "e_above_lowest_kcal_mol": 62.60, "smiles": "S=CNSC(=S)C=S"}

***

Entry 7:
{"formula": "C10H10NO5", "method": "ωB97M-V/def2-TZVPD", "species": ["O", "C", "O", "C", "C", "C", "C", "C", "C", "N", "C", "O", "H", "H", "H", "H", "H", "H", "H", "C", "C", "O", "O", "H", "H", "H"], "positions_angstrom": [[-0.5443, -1.5584, -0.8127], [-0.2066, -0.4465, -0.5376], [0.8518, 0.2031, -1.1386], [0.6811, 1.5903, -0.7419], [0.2840, 1.3242, 0.7034], [1.4283, 0.7392, 1.5170], [1.2202, -0.4361, 2.1825], [2.3203, -0.9205, 2.8650], [3.4697, -0.1824, 2.8230], [3.6705, 0.9596, 2.1973], [2.6171, 1.4231, 1.5421], [-0.7567, 0.3872, 0.4239], [-0.0958, 1.9640, -1.4117], [1.6279, 2.0864, -0.9508], [-0.1329, 2.2326, 1.1419], [0.2784, -0.9635, 2.1507], [2.2638, -1.8548, 3.4030], [4.3241, -0.5882, 3.3627], [2.7091, 2.3619, 1.0093], [-3.3191, -1.7089, -2.7975], [-4.2515, -0.4770, -2.8502], [-3.7103, 0.6050, -3.1863], [-5.4455, -0.6976, -2.5482], [-2.2976, -1.4415, -3.0702], [-3.3117, -2.1239, -1.7877], [-3.6745, -2.4773, -3.4885]], "forces_ev_per_a": [[0.2, 1.2, 0.7], [0.2, -0.8, -0.8], [-1.1, -0.2, 0.2], [1.1, -0.9, -0.7], [-0.3, 1.5, -1.0], [-2.1, 0.9, -1.1], [0.6, -0.5, 0.4], [-1.0, -0.3, -0.1], [1.6, -0.9, 1.0], [0.0, 0.6, -0.2], [0.4, -0.1, 0.2], [0.5, -1.1, 0.2], [-0.2, 0.5, 0.6], [-0.1, 0.1, 0.3], [-0.3, -0.3, 0.3], [-0.1, 0.1, -0.1], [0.2, 0.0, 0.1], [0.1, 0.2, -0.1], [0.2, 0.0, 0.0], [0.2, 0.0, -0.1], [0.1, -0.1, 0.0], [-0.1, 0.1, 0.1], [0.0, 0.1, 0.0], [0.0, 0.0, 0.0], [-0.1, -0.1, 0.0], [-0.1, 0.0, 0.1]], "mulliken_charge": [-0.514, 0.676, -0.373, -0.457, -0.044, 0.459, -0.313, -0.514, -0.208, -0.644, -0.363, -0.414, 0.365, 0.282, 0.439, 0.526, 0.370, 0.331, 0.380, -0.669, 0.560, -0.737, -0.744, 0.153, 0.143, 0.310], "total_charge": -1, "homo_ev": -3.66, "e_above_lowest_kcal_mol": 0.00}

***

Entry 8:
{"formula": "C11H14ClNO5", "method": "ωB97M-V/def2-TZVPD", "species": ["O", "C", "O", "H", "C", "H", "C", "N", "H", "C", "C", "C", "C", "C", "O", "H", "H", "H", "H", "H", "C", "O", "O", "C", "C", "H", "H", "Cl", "H", "H", "H", "H"], "positions_angstrom": [[1.5786, -1.9541, 1.9856], [1.7385, -1.9564, 0.7978], [2.9214, -1.7426, 0.2165], [3.5992, -1.5147, 0.8787], [0.6495, -2.1613, -0.2309], [-0.0363, -2.9382, 0.1043], [-0.1527, -0.8545, -0.3865], [-1.2482, -1.0721, -1.3056], [-0.8683, -1.2458, -2.2328], [-2.1886, 0.0446, -1.3844], [-2.8110, 0.3099, -0.0543], [-3.6886, -0.4126, 0.6987], [-3.8945, 0.3282, 1.8881], [-3.1270, 1.4436, 1.7700], [-2.4648, 1.4412, 0.6002], [-2.9713, 2.2818, 2.4193], [-4.5260, 0.0643, 2.7112], [-4.1277, -1.3523, 0.4362], [-1.7158, 0.9757, -1.7335], [-2.9610, -0.2462, -2.1011], [0.8003, 0.2402, -0.8692], [1.0060, 0.4946, -2.0278], [1.3637, 0.8849, 0.1548], [2.2805, 1.9253, -0.1603], [3.6851, 1.3973, -0.4099], [3.6607, 0.5460, -1.0900], [4.3180, 2.1870, -0.8124], [4.4413, 0.8462, 1.1075], [1.9372, 2.4390, -1.0666], [2.2594, 2.6067, 0.6923], [-0.5511, -0.5676, 0.5914], [1.0937, -2.4382, -1.1873]], "forces_ev_per_a": [[-0.1, 0.0, 0.2], [-0.2, -0.2, 0.1], [0.6, 0.0, -0.5], [-0.3, 0.0, 0.0], [0.0, 0.2, 0.1], [0.1, 0.1, 0.0], [0.1, -0.1, -0.1], [0.2, -0.2, -0.1], [0.0, 0.0, 0.1], [0.1, 0.2, 0.1], [-0.5, -0.7, -0.2], [0.4, 0.3, -0.4], [0.3, 0.5, 0.1], [-0.5, -0.3, 0.6], [0.3, 0.2, -0.3], [0.1, 0.1, 0.0], [-0.1, 0.0, 0.2], [-0.1, -0.2, -0.1], [-0.1, -0.1, 0.0], [0.1, 0.1, 0.0], [-0.3, 0.0, -0.1], [0.1, 0.0, 0.0], [0.0, -0.1, 0.4], [0.3, 0.3, -0.4], [-0.4, 0.1, -0.1], [0.0, 0.1, 0.0], [-0.1, -0.1, 0.0], [0.2, 0.0, 0.2], [0.1, 0.0, 0.2], [0.0, -0.1, -0.1], [0.1, 0.0, -0.1], [-0.1, 0.0, 0.0]], "mulliken_charge": [-0.600, 0.589, -0.451, 0.307, -0.906, 0.421, 0.008, -0.343, 0.324, -0.775, 0.511, -0.573, -0.362, -0.503, -0.304, 0.468, 0.431, 0.512, 0.297, 0.478, 0.496, -0.609, -0.261, -0.590, -0.371, 0.257, 0.421, -0.240, 0.342, 0.422, 0.282, 0.323], "homo_ev": -8.69, "e_above_lowest_kcal_mol": 0.00, "smiles": "O=C(O)C[C@H](NCc1ccco1)C(=O)OCCCl"}